This record from OMol25 describes a 9-piece molecular cluster, C36H96N6O15 overall in a non-equilibrium geometry. The level of theory is ωB97M-V/def2-TZVPD.

Computed properties:
SMILES string: COCCNCCOC.COCCNCCOC.COCCNCCOC.COCCNCCOC.COCCNCCOC.COCCNCCOC.O.O.O
2S+1: 1
F_max: 0.03987 Eh/bohr
Electronic energy: -2886.025446 hartree
HOMO: -8.244 eV
LUMO level: 0.56 eV
Net charge: 0

Bonds (Å) are listed after each position.
Element x y z (Å)
1 C 2.0923 -2.1316 -1.2102  O2 1.406, H10 1.093, H11 1.094, H12 1.095
2 O 3.2744 -2.0329 -1.9656  C1 1.406, C3 1.416
3 C 4.2931 -1.2407 -1.3822  O2 1.416, C4 1.517, H13 1.094, H14 1.094
4 C 5.4700 -1.3511 -2.3332  C3 1.517, N5 1.449, H15 1.102, H16 1.096
5 N 5.3673 -0.5277 -3.5213  C4 1.449, C6 1.469, H17 1.012
6 C 6.5737 -0.6125 -4.3547  N5 1.469, C7 1.520, H18 1.098, H19 1.091
7 C 6.4824 0.4012 -5.4833  C6 1.520, O8 1.404, H20 1.102, H21 1.095
8 O 5.4356 -0.0267 -6.3162  C7 1.404, C9 1.432
9 C 5.2094 0.8110 -7.4552  O8 1.432, H22 1.092, H23 1.092, H24 1.090
10 H 2.2425 -2.7595 -0.3277  C1 1.093
11 H 1.3592 -2.6728 -1.8154  C1 1.094
12 H 1.6210 -1.1582 -1.0369  C1 1.095
13 H 4.6008 -1.5970 -0.3952  C3 1.094
14 H 3.9438 -0.2067 -1.3017  C3 1.094
15 H 5.6256 -2.4021 -2.6274  C4 1.102
16 H 6.3685 -1.0882 -1.7640  C4 1.096
17 H 4.5876 -0.8310 -4.0914  N5 1.012
18 H 6.5756 -1.6374 -4.7497  C6 1.098
19 H 7.4864 -0.4200 -3.7896  C6 1.091
20 H 7.4750 0.4011 -5.9619  C7 1.102
21 H 6.4010 1.4094 -5.0629  C7 1.095
22 H 4.1516 0.7344 -7.7149  C9 1.092
23 H 5.7781 0.4022 -8.2935  C9 1.092
24 H 5.3985 1.8504 -7.1866  C9 1.090
25 C -3.6914 2.2103 0.2043  O26 1.407, H34 1.097, H35 1.088, H36 1.093
26 O -3.5912 3.3916 0.9626  C25 1.407, C27 1.424
27 C -4.5536 4.3593 0.5568  O26 1.424, C28 1.518, H37 1.099, H38 1.098
28 C -4.3513 5.6152 1.3848  C27 1.518, N29 1.453, H39 1.106, H40 1.092
29 N -5.4900 6.5089 1.2628  C28 1.453, C30 1.459, H41 1.016
30 C -5.4943 7.5477 2.2869  N29 1.459, C31 1.505, H42 1.103, H43 1.092
31 C -6.3372 8.7288 1.8882  C30 1.505, O32 1.414, H44 1.097, H45 1.096
32 O -5.7017 9.4584 0.8575  C31 1.414, C33 1.421
33 C -6.5726 10.2325 0.0444  O32 1.421, H46 1.085, H47 1.092, H48 1.092
34 H -4.3239 1.4988 0.7494  C25 1.097
35 H -2.7334 1.7072 0.0919  C25 1.088
36 H -4.1617 2.3325 -0.7744  C25 1.093
37 H -5.5313 3.8871 0.7298  C27 1.099
38 H -4.5076 4.5687 -0.5197  C27 1.098
39 H -3.4358 6.1043 1.0042  C28 1.106
40 H -4.1044 5.4442 2.4345  C28 1.092
41 H -5.3861 6.9986 0.3782  N29 1.016
42 H -4.4681 7.9165 2.4535  C30 1.103
43 H -5.8188 7.1757 3.2610  C30 1.092
44 H -6.4772 9.3754 2.7628  C31 1.097
45 H -7.3363 8.4311 1.5490  C31 1.096
46 H -5.9062 10.8571 -0.5412  C33 1.085
47 H -7.2489 10.8361 0.6526  C33 1.092
48 H -7.1446 9.5501 -0.5882  C33 1.092
49 C 9.1790 -1.1988 6.8447  O50 1.410, H58 1.087, H59 1.093, H60 1.097
50 O 7.7818 -1.0479 6.7245  C49 1.410, C51 1.412
51 C 7.1552 -2.0465 5.9481  O50 1.412, C52 1.524, H61 1.096, H62 1.098
52 C 5.6444 -1.8890 6.0714  C51 1.524, N53 1.463, H63 1.099, H64 1.090
53 N 4.8361 -2.1161 4.8739  C52 1.463, C54 1.474, H65 1.016
54 C 5.2817 -1.3190 3.7171  N53 1.474, C55 1.511, H66 1.092, H67 1.102
55 C 4.2420 -1.4048 2.6241  C54 1.511, O56 1.421, H68 1.096, H69 1.095
56 O 3.0369 -0.8589 3.1421  C55 1.421, C57 1.406
57 C 1.9590 -0.8828 2.2403  O56 1.406, H70 1.102, H71 1.090, H72 1.088
58 H 9.4338 -0.6312 7.7355  C49 1.087
59 H 9.7408 -0.8853 5.9614  C49 1.093
60 H 9.4327 -2.2507 7.0224  C49 1.097
61 H 7.4045 -3.0436 6.3280  C51 1.096
62 H 7.5055 -1.9033 4.9172  C51 1.098
63 H 5.4791 -0.8696 6.4470  C52 1.099
64 H 5.3107 -2.6401 6.7868  C52 1.090
65 H 3.9091 -1.7247 5.0105  N53 1.016
66 H 6.2487 -1.5998 3.2950  C54 1.092
67 H 5.4081 -0.2812 4.0645  C54 1.102
68 H 4.0705 -2.4552 2.3623  C55 1.096
69 H 4.5138 -0.7847 1.7640  C55 1.095
70 H 1.7905 -1.9246 1.9221  C57 1.102
71 H 2.0834 -0.3059 1.3236  C57 1.090
72 H 1.0486 -0.7150 2.8123  C57 1.088
73 C 0.1447 2.0234 -1.4933  O74 1.414, H82 1.095, H83 1.092, H84 1.089
74 O 0.5961 1.9087 -2.8285  C73 1.414, C75 1.401
75 C 1.6992 2.7113 -3.1496  O74 1.401, C76 1.543, H85 1.098, H86 1.093
76 C 3.0235 2.0828 -2.6689  C75 1.543, N77 1.468, H87 1.091, H88 1.098
77 N 4.2624 2.8329 -2.9056  C76 1.468, C78 1.467, H89 1.015
78 C 4.8104 2.5503 -4.2366  N77 1.467, C79 1.524, H90 1.096, H91 1.089
79 C 5.9655 3.4994 -4.5329  C78 1.524, O80 1.410, H92 1.097, H93 1.095
80 O 6.6343 2.9953 -5.6675  C79 1.410, C81 1.404
81 C 7.7026 3.8195 -6.0552  O80 1.404, H94 1.094, H95 1.089, H96 1.099
82 H 0.0625 3.0464 -1.1107  C73 1.095
83 H 0.8695 1.4464 -0.9149  C73 1.092
84 H -0.8667 1.6405 -1.3637  C73 1.089
85 H 1.5740 3.7071 -2.7037  C75 1.098
86 H 1.6813 2.8701 -4.2303  C75 1.093
87 H 3.1698 1.0372 -2.9424  C76 1.091
88 H 2.9413 2.0285 -1.5751  C76 1.098
89 H 4.0647 3.8162 -2.7517  N77 1.015
90 H 4.0757 2.6936 -5.0373  C78 1.096
91 H 5.1699 1.5234 -4.2002  C78 1.089
92 H 6.5978 3.5281 -3.6366  C79 1.097
93 H 5.6279 4.5262 -4.7084  C79 1.095
94 H 7.3879 4.8610 -6.1692  C81 1.094
95 H 8.1565 3.4646 -6.9798  C81 1.089
96 H 8.5233 3.7872 -5.3255  C81 1.099
97 C -9.3483 -4.5208 -0.3981  O98 1.392, H106 1.089, H107 1.100, H108 1.097
98 O -8.2553 -3.7136 -0.7021  C97 1.392, C99 1.398
99 C -7.2324 -3.7364 0.2502  O98 1.398, C100 1.521, H109 1.101, H110 1.098
100 C -6.1256 -2.8205 -0.2490  C99 1.521, N101 1.465, H111 1.099, H112 1.093
101 N -5.1020 -2.5220 0.7563  C100 1.465, C102 1.468, H113 1.018
102 C -4.1471 -1.5015 0.3070  N101 1.468, C103 1.514, H114 1.094, H115 1.097
103 C -3.2990 -1.9004 -0.8819  C102 1.514, O104 1.423, H116 1.095, H117 1.099
104 O -2.5823 -0.7364 -1.2784  C103 1.423, C105 1.425
105 C -1.9171 -0.8839 -2.5304  O104 1.425, H118 1.093, H119 1.093, H120 1.087
106 H -10.1735 -4.3821 -1.0958  C97 1.089
107 H -9.7822 -4.2667 0.5807  C97 1.100
108 H -9.1058 -5.5909 -0.3796  C97 1.097
109 H -6.8035 -4.7494 0.2854  C99 1.101
110 H -7.5669 -3.4775 1.2639  C99 1.098
111 H -6.5174 -1.9009 -0.7059  C100 1.099
112 H -5.7095 -3.3467 -1.1125  C100 1.093
113 H -5.6009 -2.0725 1.5207  N101 1.018
114 H -3.4516 -1.3344 1.1346  C102 1.094
115 H -4.6676 -0.5563 0.1111  C102 1.097
116 H -3.8571 -2.2880 -1.7404  C103 1.095
117 H -2.5953 -2.7014 -0.6157  C103 1.099
118 H -2.6130 -1.1448 -3.3322  C105 1.093
119 H -1.1573 -1.6600 -2.4107  C105 1.093
120 H -1.4896 0.0890 -2.7594  C105 1.087
121 C -4.1938 -7.6931 -0.9167  O122 1.406, H130 1.084, H131 1.096, H132 1.098
122 O -4.0342 -7.2633 0.4129  C121 1.406, C123 1.400
123 C -3.4740 -5.9861 0.5349  O122 1.400, C124 1.514, H133 1.099, H134 1.097
124 C -3.3755 -5.6127 1.9987  C123 1.514, N125 1.461, H135 1.092, H136 1.100
125 N -3.0418 -4.1927 2.0862  C124 1.461, C126 1.458, H137 1.022
126 C -2.7623 -3.7851 3.4584  N125 1.458, C127 1.523, H138 1.092, H139 1.096
127 C -2.8162 -2.2658 3.5468  C126 1.523, O128 1.397, H140 1.101, H141 1.102
128 O -4.1145 -1.7964 3.7579  C127 1.397, C129 1.406
129 C -4.2035 -0.3937 3.7509  O128 1.406, H142 1.097, H143 1.088, H144 1.096
130 H -4.7740 -8.6073 -0.9604  C121 1.084
131 H -3.2208 -7.8276 -1.4031  C121 1.096
132 H -4.6879 -6.8998 -1.4925  C121 1.098
133 H -4.0950 -5.2185 0.0528  C123 1.099
134 H -2.4595 -5.9557 0.1176  C123 1.097
135 H -2.6564 -6.2529 2.5144  C124 1.092
136 H -4.3349 -5.7789 2.5105  C124 1.100
137 H -3.7590 -3.6301 1.6238  N125 1.022
138 H -1.7629 -4.0710 3.7922  C126 1.092
139 H -3.4839 -4.2304 4.1533  C126 1.096
140 H -2.3565 -1.8601 2.6317  C127 1.101
141 H -2.0990 -1.9092 4.3032  C127 1.102
142 H -3.8298 -0.0137 4.7103  C129 1.097
143 H -5.2252 -0.0354 3.6420  C129 1.088
144 H -3.6012 0.0941 2.9759  C129 1.096
145 O -1.0005 -0.5930 0.6200  H146 0.971, H147 0.973
146 H -0.7391 -1.5277 0.6097  O145 0.971
147 H -1.4853 -0.4628 -0.2134  O145 0.973
148 O -0.7652 1.9325 1.7965  H149 0.980, H150 0.962
149 H -0.7680 1.0527 1.3646  O148 0.980
150 H -0.4037 1.7802 2.6751  O148 0.962
151 O -0.3196 -3.3866 0.9309  H152 0.964, H153 0.974
152 H 0.3201 -3.8427 1.4887  O151 0.964
153 H -1.1925 -3.7204 1.2064  O151 0.974